# 1
{"formula": "C4H10N2", "method": "ωB97M-V/def2-TZVPD", "total_charge": 0, "total_energy_ha": -267.61456, "e_above_lowest_kcal_mol": 195.01, "gap_ev": 4.14, "elements": ["C", "C", "C", "C", "N", "N", "H", "H", "H", "H", "H", "H", "H", "H", "H", "H"], "xyz": [[1.83317, -0.01407, -0.01160], [0.53143, -0.28285, -0.82262], [-0.41829, -0.93395, 0.13600], [-1.48170, 0.09312, 0.20841], [-2.30646, 0.63403, -0.80173], [1.53327, 0.32896, 1.34457], [2.48960, -0.98372, -0.17821], [2.48902, 0.77414, -0.45523], [0.56559, -0.83368, -1.77531], [0.17643, 0.79161, -1.21964], [-0.75756, -1.91807, -0.30930], [0.02216, -1.13242, 1.05965], [-2.11948, -0.01879, 1.11363], [-0.69083, 0.92581, 0.41590], [2.19392, 1.08020, 1.63581], [-1.74420, 1.40046, -1.14831]], "atomic_forces_ev_per_a": [[1.55, 0.09, -0.92], [1.15, 1.90, -1.66], [-1.25, -1.79, -3.45], [-2.19, 1.81, 2.27], [1.16, -0.29, 1.33], [0.28, 0.24, -0.59], [-1.09, 1.12, 0.86], [-0.51, -0.57, -0.17], [0.94, -0.10, 0.48], [0.46, -2.05, 1.06], [-0.14, 1.02, 0.56], [0.45, -0.10, 1.49], [0.01, -0.69, -0.44], [-0.34, 0.08, 0.77], [-0.58, -0.60, -0.30], [0.10, -0.08, -1.31]]}

---

# 2
{"formula": "C4H10N2", "method": "ωB97M-V/def2-TZVPD", "total_charge": 0, "total_energy_ha": -267.89009, "e_above_lowest_kcal_mol": 22.11, "gap_ev": 9.18, "elements": ["C", "C", "N", "C", "C", "N", "H", "H", "H", "H", "H", "H", "H", "H", "H", "H"], "xyz": [[-1.38580, -0.45049, 0.20369], [-0.99935, 0.97464, -0.20200], [0.35706, 1.38437, 0.21713], [1.40617, 0.43573, -0.24848], [1.02979, -0.99272, 0.23190], [-0.34587, -1.40287, -0.13349], [-2.32843, -0.71012, -0.36127], [-1.56151, -0.52697, 1.28042], [-1.69678, 1.72449, 0.19491], [-1.04465, 1.13294, -1.27849], [0.40040, 1.59888, 1.23124], [2.42748, 0.69723, 0.06004], [1.35344, 0.36065, -1.36654], [1.00031, -1.05161, 1.38253], [1.77807, -1.69582, -0.09627], [-0.39034, -1.47834, -1.11533]], "atomic_forces_ev_per_a": [[-0.46, 0.51, -0.43], [0.44, 0.79, 0.70], [0.49, 0.16, 0.11], [-1.57, -0.95, 0.19], [-0.80, 0.72, 2.17], [0.77, -0.25, 0.17], [0.87, -0.03, 0.78], [-0.19, 0.20, -0.01], [0.03, -0.25, 0.13], [0.02, -0.39, -0.28], [0.10, -0.53, -1.03], [-0.43, 0.23, -0.02], [0.17, 0.52, 0.74], [0.46, 0.33, -1.46], [-0.04, -0.58, -0.29], [0.14, -0.48, -1.46]]}

---

# 3
{"formula": "C4H10N2", "method": "ωB97M-V/def2-TZVPD", "total_charge": 0, "total_energy_ha": -267.85799, "e_above_lowest_kcal_mol": 42.26, "gap_ev": 8.49, "elements": ["C", "C", "N", "C", "C", "N", "H", "H", "H", "H", "H", "H", "H", "H", "H", "H"], "xyz": [[-0.01853, -1.80754, -0.74382], [0.48108, -0.52756, -0.70124], [1.83147, -0.36186, -0.76319], [-0.44223, 0.64348, -0.60394], [-0.36349, 1.26535, 0.80488], [-0.92576, 0.36760, 1.82345], [0.33905, -2.56998, -0.07006], [-0.89770, -2.03245, -1.33816], [2.28123, 0.46397, -0.40675], [2.37024, -1.11647, -1.14616], [-0.13454, 1.39580, -1.34848], [-1.45003, 0.36311, -0.90159], [0.69453, 1.33339, 1.08094], [-0.76519, 2.27255, 0.69713], [-1.25238, -0.48229, 1.36898], [-1.74773, 0.79291, 2.24800]], "atomic_forces_ev_per_a": [[-0.34, 0.61, 0.21], [-0.93, -1.78, -0.59], [-0.06, 0.65, 0.72], [1.09, 0.90, -1.26], [0.58, -0.99, -0.47], [-0.94, 0.58, 0.02], [0.92, -0.46, -0.75], [-0.52, 0.27, 0.78], [0.15, -0.11, -0.04], [0.09, 0.09, 0.29], [0.04, 0.14, 0.26], [-0.12, -0.23, 0.37], [0.04, 0.53, -0.31], [-0.32, -0.08, 0.68], [0.13, 0.01, 0.07], [0.19, -0.14, -0.01]]}

---

# 4
{"formula": "C4H10N2", "method": "ωB97M-V/def2-TZVPD", "total_charge": 0, "total_energy_ha": -267.86825, "e_above_lowest_kcal_mol": 35.82, "gap_ev": 8.61, "elements": ["N", "C", "C", "C", "C", "N", "H", "H", "H", "H", "H", "H", "H", "H", "H", "H"], "xyz": [[1.99381, 1.48134, -1.34651], [1.18868, 0.64632, -0.57212], [-0.10166, 0.42631, -0.93218], [-0.96351, -0.72194, -0.48889], [-0.68280, -1.25146, 0.91083], [-1.25690, -0.34127, 1.87736], [1.58234, 1.98920, -2.10390], [2.92550, 1.61324, -1.01648], [1.64841, 0.32118, 0.34653], [-0.54691, 1.31529, -1.37847], [-0.79623, -1.53400, -1.21516], [-2.00483, -0.41350, -0.61138], [0.40065, -1.42004, 1.05303], [-1.15981, -2.23063, 1.01684], [-1.21103, 0.63432, 1.63271], [-1.01569, -0.51436, 2.82777]], "atomic_forces_ev_per_a": [[-0.32, -0.66, 1.40], [-0.90, 0.72, -1.29], [0.85, 0.76, 1.36], [0.29, -0.03, -0.50], [-0.09, 0.09, -0.08], [-0.65, -0.07, -0.17], [0.28, 0.11, -0.15], [0.17, 0.63, -0.28], [0.34, -0.91, -0.21], [-0.15, -0.61, -0.96], [-0.16, 0.07, 0.21], [-0.07, -0.27, 0.32], [-0.19, 0.07, -0.15], [0.00, 0.05, 0.03], [0.33, 0.00, 0.00], [0.26, 0.05, 0.46]]}

---

# 5
{"formula": "C4H10N2", "method": "ωB97M-V/def2-TZVPD", "total_charge": 0, "total_energy_ha": -267.87341, "e_above_lowest_kcal_mol": 32.58, "gap_ev": 9.58, "elements": ["H", "N", "C", "N", "C", "C", "C", "H", "H", "H", "H", "H", "H", "H", "H", "H"], "xyz": [[-3.52009, 0.43335, -1.89878], [-3.15559, 0.22338, -0.98064], [-1.94877, -0.16589, -1.00077], [-0.90794, 0.02476, -0.12777], [0.40940, 0.03011, -0.73155], [1.60566, -0.23232, 0.28750], [1.22892, 0.05599, 1.76413], [-1.59194, -0.61311, -1.93310], [-0.91502, 0.34034, 0.82463], [0.53787, -0.76756, -1.48525], [0.61583, 1.02890, -1.14828], [2.35970, 0.45582, -0.09698], [1.98850, -1.24491, 0.16208], [0.42351, -0.60411, 2.09598], [0.83107, 1.07783, 1.78066], [2.03888, -0.04257, 2.48815]], "atomic_forces_ev_per_a": [[-0.23, -1.18, -0.20], [0.16, 1.19, 1.75], [0.01, 0.81, -1.40], [0.12, -1.37, -0.45], [1.50, -0.38, 0.97], [-0.92, 0.25, -0.09], [-0.20, 0.23, -0.88], [0.53, 0.07, -0.02], [-0.92, 0.24, -0.08], [-0.50, 0.67, 0.04], [-0.20, -0.37, -0.32], [0.34, -0.14, 0.49], [-0.08, -0.03, 0.10], [0.11, -0.07, -0.05], [0.20, -0.02, 0.42], [0.09, 0.10, -0.29]]}

---

# 6
{"formula": "C4H10N2", "method": "ωB97M-V/def2-TZVPD", "total_charge": 0, "total_energy_ha": -267.88602, "e_above_lowest_kcal_mol": 24.67, "gap_ev": 9.48, "elements": ["C", "C", "N", "C", "C", "N", "H", "H", "H", "H", "H", "H", "H", "H", "H", "H"], "xyz": [[1.81004, -0.23768, 1.13298], [0.91133, 0.32356, 0.34985], [1.38895, 1.00794, -0.83139], [-0.54899, 0.49026, 0.64314], [-1.44928, 0.08808, -0.55046], [-1.59010, -1.32870, -0.80165], [2.88497, -0.27577, 1.02485], [1.47100, -0.70664, 2.05432], [0.79466, 0.88301, -1.63248], [2.38674, 0.90269, -0.88843], [-0.80581, 1.52251, 0.87215], [-0.78349, -0.22203, 1.44003], [-0.99045, 0.56898, -1.41309], [-2.41304, 0.59271, -0.47231], [-0.71792, -1.78207, -0.57496], [-2.34862, -1.82685, -0.35256]], "atomic_forces_ev_per_a": [[-0.24, -1.07, 1.84], [0.93, 1.65, -1.98], [-1.04, -0.28, 1.92], [-0.51, -1.31, -0.43], [0.14, 0.61, 0.12], [0.24, -0.15, -0.29], [-0.04, 0.14, -0.60], [-0.02, 0.16, -0.04], [0.60, -0.02, -0.34], [-0.07, -0.06, -0.83], [0.31, 0.06, 0.38], [-0.14, 0.54, 0.36], [-0.20, -0.11, -0.43], [-0.13, -0.32, 0.18], [0.04, -0.33, -0.04], [0.10, 0.47, 0.19]]}

---

# 7
{"formula": "C4H10N2", "method": "ωB97M-V/def2-TZVPD", "total_charge": 1, "total_energy_ha": -267.53670, "e_above_lowest_kcal_mol": 70.30, "multiplicity": 2, "gap_ev": [8.32, 4.51], "s2": 0.760, "elements": ["C", "C", "C", "C", "N", "N", "H", "H", "H", "H", "H", "H", "H", "H", "H", "H"], "xyz": [[-0.13562, -1.20600, 0.92201], [-0.83761, 0.03820, 0.36947], [0.33810, 1.04662, 0.04653], [1.29638, 1.68029, -2.14082], [0.73410, 0.94000, -1.32564], [-0.92856, -2.44209, 0.91161], [0.72880, -1.47690, 0.30536], [0.25378, -0.96015, 1.91177], [-1.32525, 0.56757, 1.18316], [-1.40766, -0.15440, -0.53280], [-0.05682, 2.04780, 0.22496], [1.22948, 0.81347, 0.62309], [1.52439, 1.34736, -3.15525], [1.50511, 2.72724, -1.92041], [-1.01319, -2.69912, 1.89349], [-1.90543, -2.26988, 0.68348]], "atomic_forces_ev_per_a": [[0.06, -0.78, -0.84], [1.95, 0.42, 0.70], [-0.66, -1.32, -0.63], [-0.24, -0.44, -1.14], [0.38, 1.41, 0.89], [-0.71, 0.59, 1.38], [0.20, 0.57, -0.14], [-0.06, -0.14, 0.06], [-0.93, -0.36, -0.25], [-0.39, 0.15, 0.17], [0.17, 0.30, -0.32], [-0.09, 0.13, 0.30], [0.04, -0.19, 0.08], [0.07, 0.12, 0.33], [0.10, -0.56, -0.17], [0.11, 0.09, -0.42]]}

---

# 8
{"formula": "C4H10N2O", "method": "ωB97M-V/def2-TZVPD", "total_charge": 0, "total_energy_ha": -343.14169, "e_above_lowest_kcal_mol": 37.51, "gap_ev": 9.67, "elements": ["H", "N", "C", "O", "C", "N", "C", "C", "H", "H", "H", "H", "H", "H", "H", "H", "H"], "xyz": [[0.69727, 2.04545, -0.69086], [1.23396, 1.20019, -0.55316], [0.50595, 0.19868, -0.24284], [1.05765, -1.01203, -0.00785], [2.47266, -1.12444, -0.13678], [-0.87170, 0.15172, -0.12790], [-1.53607, -0.94446, 0.55700], [-1.56793, 1.42017, -0.11505], [2.88790, -1.41825, 0.82822], [2.68464, -1.89896, -0.87401], [2.90319, -0.17783, -0.45583], [-1.57449, -0.79834, 1.64660], [-1.02295, -1.88004, 0.34461], [-2.56468, -1.02215, 0.19106], [-1.31796, 2.00991, -1.00304], [-2.64342, 1.23272, -0.14258], [-1.34403, 2.01765, 0.78241]], "atomic_forces_ev_per_a": [[-0.01, -0.03, 0.04], [-0.21, -0.09, 0.06], [-0.01, 0.15, -0.04], [-0.21, 0.02, 0.02], [0.25, 0.01, -0.06], [0.23, 0.06, -0.01], [-0.02, -0.13, 0.03], [-0.09, 0.12, -0.06], [-0.07, 0.01, -0.03], [-0.05, 0.01, 0.03], [-0.02, -0.09, 0.04], [0.05, -0.01, -0.11], [-0.07, 0.11, 0.06], [0.16, 0.04, 0.01], [-0.05, -0.08, 0.14], [0.13, 0.00, 0.01], [-0.01, -0.07, -0.12]]}

---

# 9
{"formula": "C4H10N2O", "method": "ωB97M-V/def2-TZVPD", "total_charge": 0, "total_energy_ha": -343.15674, "e_above_lowest_kcal_mol": 28.07, "gap_ev": 9.59, "elements": ["H", "N", "C", "N", "C", "C", "C", "O", "H", "H", "H", "H", "H", "H", "H", "H", "H"], "xyz": [[-0.88187, -2.09442, -0.67768], [-0.41194, -1.66125, 0.11138], [0.05888, -0.50820, -0.12548], [0.03317, 0.18991, -1.28746], [-0.65091, -0.24777, -2.47604], [0.77657, 0.19050, 1.02024], [-0.14287, 0.26473, 2.23801], [1.20115, 1.47713, 0.60288], [0.38941, 1.13105, -1.25129], [-1.74041, -0.21311, -2.35639], [-0.36976, 0.39559, -3.30624], [-0.36316, -1.27346, -2.72062], [1.65576, -0.42316, 1.27335], [0.39477, 0.64756, 3.10419], [-0.98500, 0.91981, 2.02466], [-0.51500, -0.73122, 2.45318], [1.55122, 1.93631, 1.37332]], "atomic_forces_ev_per_a": [[0.04, 0.14, -0.09], [-0.26, -0.64, 0.19], [0.24, 0.42, -0.20], [0.11, 0.37, -0.13], [-0.10, -0.18, 0.17], [-0.07, -0.34, 0.50], [0.19, -0.02, -0.26], [0.12, 0.27, 0.00], [-0.01, -0.09, 0.03], [0.05, -0.05, -0.05], [0.00, -0.02, 0.00], [-0.02, 0.04, -0.07], [-0.18, 0.07, -0.12], [0.05, 0.04, 0.08], [-0.09, 0.06, -0.02], [-0.03, -0.06, 0.09], [-0.03, 0.00, -0.12]]}

---

# 10
{"formula": "C4H10N2O", "method": "ωB97M-V/def2-TZVPD", "total_charge": 0, "total_energy_ha": -343.13839, "e_above_lowest_kcal_mol": 39.58, "gap_ev": 10.11, "elements": ["N", "C", "N", "C", "C", "C", "O", "H", "H", "H", "H", "H", "H", "H", "H", "H", "H"], "xyz": [[2.16789, 0.72700, -0.64615], [1.65551, -0.65567, -0.74490], [0.27028, -0.78997, -0.33725], [-0.08884, -0.04428, 0.87035], [-1.58057, -0.11543, 1.09318], [-2.40168, 0.47624, -0.01848], [-1.96505, 1.11619, -0.94167], [1.71540, 1.29289, -1.35938], [3.15415, 0.73509, -0.89371], [1.74401, -1.06329, -1.74898], [2.25542, -1.25243, -0.05853], [-0.33714, -0.45100, -1.07965], [0.23682, 0.99162, 0.87634], [0.43180, -0.54286, 1.69854], [-1.86221, 0.44476, 1.98666], [-1.91358, -1.14858, 1.24888], [-3.48223, 0.27971, 0.05475]], "atomic_forces_ev_per_a": [[0.01, -0.17, -0.44], [-0.05, 0.34, 0.58], [-0.34, 0.54, -0.38], [0.39, -0.66, 0.25], [-0.07, -0.14, -0.10], [0.10, -0.08, -0.02], [0.01, 0.00, 0.03], [-0.06, 0.06, 0.08], [-0.05, -0.04, 0.16], [-0.01, -0.20, -0.13], [0.17, -0.11, -0.05], [0.28, -0.07, -0.03], [0.10, 0.20, -0.20], [-0.14, 0.20, 0.06], [-0.05, -0.01, 0.20], [-0.03, 0.09, -0.02], [-0.25, 0.05, 0.02]]}

---

# 11
{"formula": "C4H10N2O", "method": "ωB97M-V/def2-TZVPD", "total_charge": 0, "total_energy_ha": -343.02721, "e_above_lowest_kcal_mol": 109.34, "gap_ev": [8.03, 8.03], "elements": ["C", "C", "N", "C", "N", "C", "O", "H", "H", "H", "H", "H", "H", "H", "H", "H", "H"], "xyz": [[-2.33114, -0.99287, -0.63063], [1.34551, 1.21592, -0.67040], [-1.07797, -0.27493, -0.73916], [0.97969, 0.12724, 0.28775], [1.97116, -0.36369, 1.08767], [-0.05991, -0.80036, -0.14183], [-0.53346, 1.08220, 1.29474], [-1.13214, 1.82742, 1.12809], [2.10976, -1.36014, 1.18163], [2.67765, 0.29185, 1.38995], [-0.12333, -1.75562, 0.39873], [-2.41554, -1.60377, 0.27559], [-3.14187, -0.26434, -0.64177], [-2.44285, -1.63510, -1.51207], [2.24183, 1.76097, -0.36538], [0.48756, 1.90221, -0.65127], [1.44503, 0.84298, -1.69162]], "atomic_forces_ev_per_a": [[0.04, -0.33, -0.61], [-0.86, 1.22, 0.28], [1.67, -1.59, 0.51], [0.45, 0.89, -0.26], [-1.15, 0.73, -0.68], [-2.70, 0.48, -0.22], [1.27, -0.97, 1.64], [0.82, 0.07, -0.73], [-0.27, 0.32, 0.49], [0.04, -0.43, -0.10], [0.01, 0.04, -0.10], [0.14, 0.07, -0.11], [0.04, -0.05, 0.01], [-0.19, 0.03, 0.07], [-0.06, -0.15, -0.02], [0.56, -0.12, -0.33], [0.20, -0.22, 0.16]]}

---

# 12
{"formula": "C4H10N2O", "method": "ωB97M-V/def2-TZVPD", "total_charge": 0, "total_energy_ha": -343.05071, "e_above_lowest_kcal_mol": 94.60, "gap_ev": 8.90, "elements": ["N", "C", "N", "H", "H", "C", "C", "C", "H", "H", "H", "H", "H", "H", "O", "H", "H"], "xyz": [[-1.97787, 0.02987, -0.49324], [-1.17883, -0.93297, -0.58498], [-0.73919, -1.95333, -1.12166], [-2.96738, -0.17124, -0.45121], [-1.06553, -2.22815, -2.03658], [0.43075, 0.89140, 1.28907], [0.56578, -0.37281, 0.80685], [1.83410, -0.79162, 0.11142], [-0.37621, 1.16190, 1.95039], [1.17925, 1.65088, 1.11552], [0.11604, -1.14831, 1.42596], [2.25372, 0.03024, -0.46984], [2.58105, -1.13354, 0.83066], [1.62805, -1.61426, -0.57128], [-0.77892, 2.46801, -0.31652], [-0.18616, 2.48209, -1.07438], [-1.31864, 1.63183, -0.41019]], "atomic_forces_ev_per_a": [[0.90, -0.14, 0.66], [-2.45, -0.47, -2.95], [0.65, 0.26, 1.85], [0.03, -0.34, 0.22], [0.05, 0.43, -0.11], [0.35, -1.37, -0.20], [1.59, 1.12, 1.89], [-0.23, -0.10, -0.33], [-0.12, 0.03, 0.03], [-0.15, 0.11, -0.32], [-0.66, -0.08, -0.53], [0.06, 0.03, 0.05], [-0.01, 0.03, 0.01], [0.10, -0.04, -0.04], [-0.53, -0.12, -0.22], [-0.10, -0.04, 0.01], [0.54, 0.70, -0.03]]}